71
Properties=species:S:1:pos:R:3:forces:R:3:lowdin_charge:R:1 method="wB97M-V/def2-TZVPD" energy_ev=-280379.868 fmax_ev_per_a=1.778 multiplicity=3 de_lowest_ev=0.678 e_homo_ev="-9.98 / -10.53" charge=+1
Ni 0.007366 0.164231 -1.434304 -0.4 -0.3 -1.7 0.07
C -1.637293 -1.302500 -2.092086 0.4 0.4 -0.3 -0.25
C -2.051209 0.035041 -2.390921 0.7 -0.2 -0.3 -0.25
C -1.115844 0.597134 -3.319954 -0.1 -0.7 0.3 -0.28
C -0.091139 -0.376625 -3.548870 -0.6 -0.3 0.3 -0.28
C -0.423584 -1.558740 -2.797710 -0.3 0.6 -0.1 -0.25
C 0.235197 -2.889576 -2.938286 0.0 0.1 0.2 -0.01
C 0.997488 -0.265541 -4.560200 0.0 0.0 0.1 -0.03
C -1.333629 1.829382 -4.133128 0.1 -0.1 0.2 -0.02
C -3.381064 0.600515 -2.018118 0.2 0.0 0.1 -0.02
C -2.475713 -2.298908 -1.358091 0.1 0.2 0.2 -0.02
H 0.260539 -3.430015 -1.992951 0.1 0.0 -0.1 0.06
H 1.251650 -2.782987 -3.308728 0.1 -0.1 0.0 0.08
H -0.325661 -3.491204 -3.657389 0.0 -0.1 0.0 0.10
H 1.335595 0.763437 -4.659679 0.1 0.0 0.0 0.07
H 0.632494 -0.599836 -5.534083 0.0 0.0 0.0 0.10
H 1.856184 -0.880084 -4.299167 0.1 0.0 0.0 0.08
H -0.392319 2.260378 -4.469438 0.0 0.1 0.0 0.08
H -1.893491 2.580562 -3.580622 0.0 0.1 0.0 0.06
H -1.915783 1.555052 -5.016723 0.0 0.1 0.0 0.10
H -3.443726 1.658779 -2.255694 -0.1 0.1 0.0 0.07
H -3.601588 0.456238 -0.960888 -0.1 0.0 0.0 0.09
H -4.154074 0.080545 -2.588772 -0.1 0.1 0.0 0.10
H -2.322710 -2.247159 -0.278032 0.0 -0.1 0.1 0.07
H -2.256633 -3.310879 -1.692509 0.0 -0.1 0.0 0.09
H -3.531767 -2.096184 -1.538205 0.0 -0.1 0.0 0.08
Br 4.253114 -1.821013 1.035846 0.1 -0.2 0.0 0.75
C 2.903196 -3.138018 0.843452 0.1 0.3 -0.1 -0.72
C 3.261614 -4.477544 0.872968 0.1 0.1 0.0 -0.11
C 2.288779 -5.453113 0.742605 -0.1 0.1 0.0 -0.06
C 0.960098 -5.091361 0.586194 0.0 0.0 0.0 -0.06
C 0.604198 -3.753810 0.555580 -0.1 0.0 0.1 -0.16
C 1.574777 -2.775158 0.670013 -0.1 0.3 -0.1 -0.62
I 1.007700 -0.723482 0.699569 0.5 -0.7 0.9 1.25
H 4.300315 -4.747766 0.995590 0.0 0.0 0.0 0.11
H 2.570630 -6.493106 0.781167 0.0 -0.1 0.0 0.11
H 0.195888 -5.846795 0.494481 -0.1 -0.1 0.0 0.11
H -0.429023 -3.464161 0.458052 -0.2 0.0 -0.1 0.08
S 1.477884 2.074801 -1.781846 0.2 -0.7 0.1 0.77
C 0.267984 3.174480 -1.465163 -0.3 0.1 0.0 -0.85
N -0.934444 2.871878 -0.930971 0.1 0.1 -0.1 0.00
C -1.691003 4.079968 -0.639181 -0.2 0.2 0.3 -0.12
C -0.937963 5.141014 -1.464195 -0.4 0.3 -0.1 -0.11
N 0.323439 4.479465 -1.737302 0.0 -0.1 0.2 0.05
H -1.059823 2.019518 -0.385150 0.1 0.5 -0.2 0.09
H -1.657987 4.305208 0.432066 0.0 0.0 -0.1 0.12
H -2.731009 3.967515 -0.949543 0.1 0.1 0.0 0.12
H -0.782902 6.072247 -0.918203 -0.1 -0.1 0.0 0.13
H -1.459165 5.360545 -2.403135 0.0 0.0 0.1 0.12
H 1.089301 4.910628 -2.226944 0.0 -0.2 0.0 0.15
C -1.587874 -0.332535 3.598765 0.5 0.2 0.2 -0.22
Ge 0.115436 0.265001 4.434215 0.0 0.4 0.1 0.79
C 1.499442 -1.165329 4.353692 -0.5 0.4 0.0 -0.22
C -0.311787 0.776004 6.302027 0.1 -0.2 -0.4 -0.22
C 0.823609 2.030747 3.715882 -0.2 -0.5 0.1 -0.59
Se 0.969402 2.402404 1.800789 -0.3 0.1 0.0 0.76
C 2.880658 2.135301 1.602684 -0.1 0.0 0.2 -0.42
H -1.794252 -1.337118 3.957816 0.0 -0.2 0.0 0.02
H -1.556496 -0.356036 2.515186 0.1 0.0 -0.2 -0.04
H -2.405029 0.307934 3.914344 -0.1 0.1 0.1 0.02
H 1.679752 -1.545728 5.355181 0.0 0.0 0.1 0.02
H 2.438289 -0.792042 3.957301 0.1 0.1 -0.1 0.00
H 1.162789 -1.989421 3.730129 0.0 -0.1 -0.1 0.00
H -0.707221 -0.069086 6.857802 0.0 -0.2 0.0 0.02
H -1.069109 1.556455 6.306689 -0.1 0.1 -0.1 0.02
H 0.562962 1.143260 6.831473 0.1 0.0 0.0 0.02
H 1.830635 2.176580 4.107569 0.0 0.0 0.1 0.02
H 0.196665 2.822783 4.129286 0.0 -0.1 0.0 0.00
H 3.133027 1.177026 2.044124 0.1 -0.1 0.0 -0.02
H 3.403126 2.945391 2.102445 0.1 0.0 0.0 0.03
H 3.111093 2.125416 0.541200 0.0 0.0 0.0 -0.02